# 1
88
Properties=species:S:1:pos:R:3 method="wB97M-V/def2-TZVPD" relative_energy_ev=0.239 lumo_ev=1.9985 molar_mass_g_mol=1161.7 e_homo_ha=-0.1605 orbital_gap_ev=6.365 total_charge=-1
Pb -1.085 0.050 0.115
N -3.726 2.123 1.642
N -3.805 3.270 0.837
C -3.607 3.283 -0.489
N -4.047 4.360 -1.171
N -2.940 2.243 -0.975
N -2.986 2.012 -2.320
O -2.512 0.949 -2.661
O -3.468 2.818 -3.132
H -3.985 1.295 1.096
H -2.764 2.010 1.942
H -4.278 4.051 1.253
H -4.761 4.933 -0.757
H -4.028 4.246 -2.176
C 0.135 2.601 4.646
C 0.102 2.192 3.173
C -0.421 3.348 2.312
C 1.461 1.720 2.686
C 2.529 2.615 2.710
C 3.785 2.241 2.269
C 3.972 0.946 1.809
C 2.937 0.015 1.776
C 3.293 -1.382 1.282
C 2.563 -1.795 0.002
C 3.142 -2.465 2.355
C 1.648 0.407 2.208
N 0.543 -0.455 2.065
C 0.095 -1.131 3.155
C 0.608 -1.042 4.471
C 0.068 -1.762 5.530
C -1.006 -2.623 5.347
C -1.519 -2.763 4.058
C -0.970 -2.045 3.027
F -1.462 -2.244 1.768
H -0.859 2.914 4.978
H 0.823 3.438 4.804
H 0.457 1.770 5.276
H -0.588 1.352 3.079
H 0.241 4.215 2.381
H -1.414 3.665 2.647
H -0.484 3.064 1.256
H 2.371 3.626 3.074
H 4.607 2.947 2.277
H 4.956 0.642 1.464
H 4.358 -1.330 1.042
H 1.496 -1.918 0.198
H 2.961 -2.747 -0.362
H 2.674 -1.046 -0.784
H 2.096 -2.640 2.600
H 3.665 -2.192 3.276
H 3.566 -3.405 1.987
H 1.462 -0.394 4.639
H 0.503 -1.648 6.517
H -1.430 -3.181 6.171
H -2.344 -3.430 3.837
I -6.823 -0.062 -0.190
C -5.487 -1.385 -1.096
C -5.960 -2.323 -2.020
C -5.090 -3.170 -2.657
I -5.887 -4.553 -4.017
C -3.695 -3.086 -2.415
C -2.713 -3.857 -3.080
C -1.388 -3.665 -2.814
C -1.020 -2.695 -1.870
N -1.905 -1.981 -1.219
C -3.230 -2.145 -1.465
C -4.130 -1.258 -0.733
O -3.667 -0.447 0.118
H -7.019 -2.371 -2.236
H -3.025 -4.587 -3.814
H -0.625 -4.234 -3.329
H 0.026 -2.498 -1.653
F 5.895 1.774 -6.733
C 5.526 0.519 -6.422
F 5.191 -0.093 -7.579
F 6.627 -0.117 -5.969
C 4.412 0.479 -5.425
C 3.899 -0.756 -5.048
C 2.886 -0.827 -4.110
C 2.370 0.336 -3.524
C 2.887 1.570 -3.926
C 3.903 1.642 -4.867
C 1.350 0.256 -2.517
C 0.517 0.187 -1.630
H 4.293 -1.661 -5.495
H 2.478 -1.785 -3.817
H 2.481 2.471 -3.488
H 4.297 2.603 -5.171



# 2
77
Properties=species:S:1:pos:R:3 method="wB97M-V/def2-TZVPD" s_squared=2.00 spin_multiplicity=3 lumo_ev="0.1134 / 0.1219" molar_mass_g_mol=830.6 e_homo_ha="-0.2323 / -0.2323" orbital_gap_ev="6.434 / 6.444" total_charge=0
Tm 0.092 -0.728 1.526
C 0.229 3.490 1.958
Si -0.003 2.000 0.706
C -1.552 2.429 -0.356
C -1.729 3.728 -0.839
C -2.839 4.038 -1.631
C -3.747 3.054 -1.926
C -3.587 1.733 -1.511
C -2.496 1.481 -0.730
P -2.173 -0.247 -0.165
C -3.417 -1.353 -0.842
C -2.938 -2.489 -1.471
C -3.802 -3.527 -1.836
C -5.142 -3.441 -1.432
C -5.644 -2.294 -0.836
C -4.816 -1.262 -0.570
C -2.718 -0.280 1.625
C -2.729 0.846 2.484
C -2.964 0.712 3.861
C -2.993 -0.605 4.396
C -2.967 -1.687 3.550
C -2.784 -1.539 2.194
C 1.429 2.224 -0.555
C 1.759 3.550 -0.933
C 2.882 3.875 -1.666
C 3.681 2.836 -2.117
C 3.399 1.539 -1.747
C 2.289 1.230 -0.966
P 2.108 -0.479 -0.376
C 2.072 -1.436 -1.923
C 1.864 -0.815 -3.170
C 1.745 -1.648 -4.285
C 1.895 -3.027 -4.189
C 2.149 -3.595 -2.944
C 2.216 -2.820 -1.842
C 3.724 -0.723 0.424
C 4.785 -1.503 -0.043
C 6.037 -1.509 0.664
C 6.193 -0.772 1.837
C 5.114 -0.019 2.307
C 3.908 0.038 1.628
H 0.179 4.489 1.508
H 1.203 3.307 2.365
H -0.484 3.588 2.755
H -1.060 4.527 -0.591
H -2.977 5.005 -2.041
H -4.685 3.259 -2.458
H -4.334 1.021 -1.740
H -1.909 -2.588 -1.759
H -3.492 -4.382 -2.412
H -5.813 -4.290 -1.709
H -6.657 -2.300 -0.475
H -5.168 -0.348 -0.056
H -2.691 1.853 2.117
H -3.160 1.568 4.451
H -3.234 -0.727 5.466
H -3.034 -2.686 3.856
H -2.683 -2.406 1.528
H 1.123 4.375 -0.651
H 3.117 4.910 -1.960
H 4.574 2.979 -2.732
H 4.109 0.752 -2.045
H 1.649 0.222 -3.315
H 1.629 -1.195 -5.258
H 1.685 -3.653 -5.021
H 2.152 -4.688 -2.853
H 2.239 -3.225 -0.858
H 4.663 -2.122 -0.924
H 6.826 -2.144 0.289
H 7.121 -0.902 2.413
H 5.233 0.573 3.205
H 3.160 0.688 2.059
Se 0.226 -3.231 1.305
N 0.462 -0.726 4.081
H 1.190 -0.221 4.559
H 0.686 -1.749 4.078
H -0.374 -0.539 4.563



# 3
83
Properties=species:S:1:pos:R:3 method="wB97M-V/def2-TZVPD" lumo_ev=-3.5427 molar_mass_g_mol=707.4 e_homo_ha=-0.2359 orbital_gap_ev=2.876 total_charge=0
Cl -7.411 5.326 -2.467
C -5.892 4.543 -2.453
C -5.833 3.138 -2.479
C -4.596 2.504 -2.454
C -3.380 3.244 -2.436
C -2.127 2.556 -2.545
C -0.872 3.148 -2.445
C 0.320 2.527 -2.828
C 1.545 3.273 -2.996
C 2.457 2.980 -4.043
C 3.602 3.747 -4.236
C 3.886 4.809 -3.356
Cl 5.310 5.729 -3.560
C 2.995 5.125 -2.319
C 1.831 4.378 -2.154
C -3.473 4.663 -2.382
C -4.712 5.302 -2.401
H -6.755 2.566 -2.512
H -4.543 1.416 -2.461
H -2.169 1.477 -2.730
H -0.813 4.166 -2.049
H 0.293 1.494 -3.198
H 2.219 2.169 -4.732
H 4.278 3.551 -5.062
H 3.210 5.966 -1.665
H 1.124 4.637 -1.367
H -2.561 5.259 -2.353
H -4.781 6.387 -2.374
C 2.987 -3.615 3.150
C 1.622 -2.982 2.988
C 0.591 -4.061 3.325
C 1.379 -1.628 3.810
C 0.870 -1.827 5.228
C 2.644 -0.781 3.884
O 0.414 -0.931 3.035
B 0.477 -1.497 1.714
C -0.966 -2.045 1.210
C -1.029 -3.075 0.282
C -2.270 -3.524 -0.151
C -2.354 -4.563 -1.232
F -2.956 -5.713 -0.793
F -3.085 -4.116 -2.302
F -1.123 -4.915 -1.711
C -3.451 -3.015 0.384
C -3.355 -2.037 1.361
C -4.580 -1.424 1.975
F -4.603 -0.067 1.766
F -5.743 -1.926 1.478
F -4.606 -1.612 3.334
C -2.119 -1.565 1.796
C 0.974 -0.017 0.512
C -0.182 0.298 -0.386
C 2.270 -0.416 -0.079
C 3.459 0.304 0.179
C 4.660 -0.036 -0.453
C 4.715 -1.135 -1.318
C 3.562 -1.908 -1.522
C 2.363 -1.554 -0.907
O 1.458 -2.548 1.650
H 3.152 -3.867 4.205
H 3.018 -4.551 2.576
H 3.790 -2.960 2.798
H 0.795 -4.475 4.322
H -0.443 -3.696 3.301
H 0.686 -4.884 2.604
H 1.602 -2.404 5.810
H 0.754 -0.854 5.720
H -0.094 -2.346 5.256
H 3.379 -1.245 4.553
H 3.096 -0.638 2.893
H 2.387 0.204 4.295
H -0.128 -3.542 -0.107
H -4.418 -3.369 0.045
H -2.083 -0.820 2.590
H 1.112 0.761 1.281
H -1.075 0.530 0.206
H 0.036 1.182 -0.996
H -0.425 -0.530 -1.071
H 3.410 1.153 0.867
H 5.558 0.557 -0.256
H 5.654 -1.410 -1.803
H 3.593 -2.792 -2.163
H 1.466 -2.155 -1.071



# 4
82
Properties=species:S:1:pos:R:3 method="wB97M-V/def2-TZVPD" relative_energy_ev=0.099 lumo_ev=-0.7957 molar_mass_g_mol=772.5 e_homo_ha=-0.2967 orbital_gap_ev=7.279 total_charge=0
Ba -1.051 -0.479 0.440
C -4.652 -3.107 -2.243
C -3.933 -4.061 -2.975
C -2.565 -3.962 -3.033
C -1.907 -2.880 -2.366
N -2.598 -2.086 -1.525
C -3.926 -2.144 -1.524
C -0.493 -2.673 -2.595
C 0.127 -3.151 -3.778
C 1.531 -3.173 -3.843
C 2.261 -2.776 -2.729
C 1.578 -2.237 -1.597
N 0.232 -2.107 -1.596
C 2.382 -1.666 -0.477
C 3.774 -1.419 -0.623
C 4.520 -1.159 0.516
C 3.860 -1.005 1.732
C 2.472 -1.029 1.733
N 1.730 -1.330 0.655
H -5.753 -3.120 -2.209
H -4.447 -4.864 -3.522
H -1.963 -4.705 -3.563
H -4.471 -1.446 -0.866
H -0.501 -3.417 -4.641
H 2.002 -3.574 -4.745
H 3.369 -2.846 -2.695
H 4.191 -1.396 -1.636
H 5.611 -1.023 0.484
H 4.408 -0.913 2.689
H 1.961 -0.787 2.644
C -2.376 4.123 4.201
C -1.518 3.573 3.021
C -0.904 4.576 2.027
C -0.415 2.651 3.554
C -2.354 2.655 2.197
N -2.463 1.668 1.563
H -1.902 4.880 4.827
H -2.690 3.303 4.838
H -3.306 4.558 3.790
H -0.206 5.265 2.514
H -1.688 5.202 1.552
H -0.374 3.965 1.262
H 0.296 3.173 4.221
H 0.177 2.244 2.705
H -0.869 1.783 4.098
C 5.231 3.499 -4.776
C 4.085 3.292 -3.863
C 2.899 2.755 -4.353
C 1.861 2.393 -3.464
C 0.689 1.675 -4.095
C 2.009 2.602 -2.070
C 3.160 3.312 -1.599
C 3.368 3.703 -0.135
C 4.185 3.629 -2.515
C 0.946 2.083 -1.075
O 1.337 1.752 0.108
O -0.260 1.972 -1.453
H 5.033 2.913 -5.710
H 6.171 3.172 -4.288
H 5.288 4.571 -5.063
H 2.844 2.564 -5.404
H 0.924 1.592 -5.178
H -0.231 2.268 -4.058
H 0.471 0.738 -3.618
H 2.908 2.966 0.546
H 2.853 4.713 0.063
H 4.444 3.767 0.101
H 5.077 4.145 -2.188
Cl -6.285 -4.823 6.508
C -5.010 -4.256 5.528
C -4.552 -2.960 5.715
C -3.566 -2.468 4.914
C -3.039 -3.232 3.907
C -3.518 -4.502 3.687
C -4.444 -5.041 4.521
C -2.203 -2.509 2.936
O -1.964 -3.116 1.842
O -1.838 -1.356 3.380
H -4.950 -2.315 6.505
H -3.171 -1.470 5.033
H -3.137 -5.069 2.771
H -4.773 -6.041 4.355



# 5
85
Properties=species:S:1:pos:R:3 method="wB97M-V/def2-TZVPD" s_squared=0.75 spin_multiplicity=2 lumo_ev="-4.5555 / -7.1513" molar_mass_g_mol=1005.6 e_homo_ha="-0.4837 / -0.5110" orbital_gap_ev="8.606 / 6.755" total_charge=+2
Cd 2.028 0.493 -1.274
C 3.226 2.211 -3.624
C 2.669 3.515 -3.068
C 2.418 3.698 -1.586
C 2.589 4.979 -1.069
C 2.264 5.251 0.245
C 1.756 4.229 1.031
C 1.629 2.978 0.470
N 1.960 2.703 -0.806
N 2.342 1.035 -3.541
C 3.015 -0.143 -4.100
C 4.122 -0.654 -3.205
C 5.272 -1.199 -3.742
C 6.233 -1.722 -2.890
C 6.018 -1.671 -1.525
C 4.851 -1.097 -1.058
N 3.916 -0.603 -1.879
C 1.019 1.224 -4.135
C 0.056 0.138 -3.707
C -0.922 -0.322 -4.572
C -1.830 -1.270 -4.122
C -1.719 -1.738 -2.824
C -0.704 -1.244 -2.026
N 0.164 -0.319 -2.451
H 4.151 1.956 -3.102
H 3.494 2.391 -4.673
H 1.752 3.792 -3.595
H 3.389 4.282 -3.358
H 2.973 5.759 -1.711
H 2.400 6.246 0.647
H 1.474 4.387 2.062
H 1.252 2.157 1.062
H 3.414 0.069 -5.098
H 2.275 -0.939 -4.210
H 5.409 -1.216 -4.815
H 7.139 -2.158 -3.291
H 6.741 -2.061 -0.823
H 4.643 -1.031 -0.002
H 1.063 1.274 -5.229
H 0.617 2.175 -3.783
H -0.970 0.060 -5.583
H -2.603 -1.640 -4.782
H -2.396 -2.481 -2.426
H -0.576 -1.595 -1.013
F 0.788 -0.652 0.449
Sb 1.906 -0.895 2.039
F 0.924 0.560 2.748
F 3.024 0.363 1.094
F 3.024 -0.979 3.516
F 2.798 -2.256 1.110
F 0.600 -2.095 2.680
C -3.902 -4.093 -0.456
C -2.672 -4.319 0.151
C -2.114 -3.349 0.972
C -2.806 -2.157 1.184
C -4.030 -1.918 0.563
C -4.577 -2.897 -0.256
Sb -2.024 -0.749 2.538
C -2.168 -1.552 4.461
C -1.609 -0.865 5.537
C -1.733 -1.398 6.810
C -2.395 -2.605 6.996
C -2.936 -3.289 5.916
C -2.818 -2.771 4.635
C -3.230 0.961 2.406
C -3.406 1.578 1.168
C -4.236 2.683 1.073
C -4.868 3.175 2.209
C -4.676 2.567 3.442
C -3.849 1.459 3.550
H -4.340 -4.859 -1.083
H -2.153 -5.256 -0.004
H -1.162 -3.533 1.457
H -4.571 -0.995 0.734
H -5.539 -2.729 -0.722
H -1.081 0.069 5.391
H -1.307 -0.876 7.656
H -2.487 -3.019 7.991
H -3.448 -4.229 6.070
H -3.239 -3.306 3.793
H -2.913 1.194 0.281
H -4.393 3.163 0.116
H -5.515 4.038 2.132
H -5.174 2.953 4.321
H -3.706 0.980 4.511



# 6
80
Properties=species:S:1:pos:R:3 method="wB97M-V/def2-TZVPD" s_squared=3.87 relative_energy_ev=4.300 spin_multiplicity=4 lumo_ev="-3.2830 / -3.6759" molar_mass_g_mol=715.5 e_homo_ha="-0.3158 / -0.3214" orbital_gap_ev="5.311 / 5.069" total_charge=+1
C 4.397 -0.361 -1.122
C 3.174 -0.241 -1.859
C 2.484 0.917 -1.377
H 2.908 -0.837 -2.731
C 3.260 1.492 -0.321
C 4.446 0.707 -0.168
H 5.301 0.961 0.459
H 5.222 -1.044 -1.344
H 1.573 1.347 -1.796
H 3.063 2.440 0.185
Cr 2.729 -0.582 0.297
Si -0.697 -0.732 0.749
C -0.914 -1.485 -0.952
C -1.520 -2.745 -0.930
H -1.742 -3.224 0.024
C -1.886 -3.366 -2.121
H -2.387 -4.334 -2.097
C -1.609 -2.760 -3.348
H -1.918 -3.245 -4.281
C -0.939 -1.534 -3.377
H -0.696 -1.080 -4.342
C -0.584 -0.891 -2.185
H -0.055 0.068 -2.243
C -0.628 1.369 0.566
C -0.847 2.150 -0.661
H -1.136 1.735 -1.638
C -0.384 3.500 -0.688
H -0.548 4.089 -1.588
C 0.294 4.069 0.373
H 0.593 5.117 0.347
C 0.612 3.294 1.495
H 1.220 3.738 2.288
C 0.171 1.982 1.607
H 0.492 1.377 2.467
H 0.780 -0.336 0.111
Si -2.438 1.062 0.166
C -3.338 2.275 1.189
C -4.463 2.915 0.635
H -5.101 2.372 -0.073
C -4.692 4.259 0.956
H -5.480 4.803 0.443
C -3.894 4.902 1.909
H -4.010 5.973 2.106
C -2.959 4.152 2.645
H -2.382 4.614 3.453
C -2.750 2.803 2.347
H -2.073 2.190 2.947
C -3.846 -0.029 -0.686
C -3.964 0.233 -2.058
H -3.301 0.976 -2.522
C -4.866 -0.458 -2.885
H -4.889 -0.208 -3.948
C -5.732 -1.414 -2.343
H -6.480 -1.901 -2.982
C -5.659 -1.670 -0.964
H -6.351 -2.402 -0.536
C -4.741 -0.983 -0.145
H -4.708 -1.230 0.917
H -1.207 -1.736 1.690
Cl 1.164 -1.397 2.186
C 2.047 -3.399 -1.963
C 2.941 -3.603 -0.800
N 3.208 -2.670 0.106
C 4.038 -3.157 1.130
C 4.327 -4.497 1.003
S 3.603 -5.168 -0.418
C 4.419 -2.226 2.153
C 5.047 -2.451 3.357
S 5.157 -0.987 4.305
C 4.264 -0.152 3.059
N 4.037 -0.883 1.981
C 3.820 1.251 3.265
H 2.606 -2.960 -2.799
H 1.650 -4.373 -2.265
H 1.224 -2.730 -1.677
H 4.928 -5.033 1.718
H 5.452 -3.419 3.625
H 3.462 1.366 4.297
H 4.691 1.898 3.100
H 3.010 1.538 2.578